{
  "formula": "C9H21LiO4P",
  "method": "ωB97M-V/def2-TZVPD",
  "gap_ev": [4.0, 4.7],
  "charge": -1,
  "spin_multiplicity": 1,
  "largest_force_ev_per_a": 0.29,
  "elements": ["Li", "C", "C", "O", "P", "O", "C", "C", "O", "C", "C", "H", "H", "H", "H", "H", "H", "H", "H", "H", "H", "H", "H", "H", "H", "H", "C", "O", "C", "C", "H", "H", "H", "H", "H", "H"],
  "positions_angstrom": [[-0.08124, -0.20537, -1.98888], [1.31970, -2.32739, 3.56172], [0.00562, -1.92825, 2.90677], [0.20582, -0.98471, 1.89478], [-0.13996, -1.51507, 0.19977], [1.18953, -0.59742, -0.33056], [2.42758, -0.41061, 0.34490], [2.47576, 0.93020, 1.05167], [-1.32304, -0.33242, -0.02761], [-1.88277, 0.53510, 0.96150], [-2.98058, -0.16711, 1.73754], [1.14840, -3.00876, 4.40049], [1.84603, -1.44515, 3.93074], [1.96343, -2.82794, 2.83579], [-0.67099, -1.51224, 3.66644], [-0.48241, -2.82776, 2.49619], [3.20937, -0.46033, -0.41922], [2.59042, -1.22649, 1.05292], [2.29363, 1.73505, 0.33742], [3.45751, 1.08685, 1.50796], [1.71126, 0.96513, 1.82690], [-2.28997, 1.38721, 0.41098], [-1.10289, 0.89514, 1.63266], [-3.76163, -0.51341, 1.05882], [-3.42920, 0.50735, 2.47146], [-2.57692, -1.03253, 2.26425], [-1.80846, 0.54479, -4.75482], [-0.98031, 1.61274, -4.40051], [0.00002, 1.25471, -3.45231], [0.78592, 2.51645, -3.20642], [-2.53062, 0.90593, -5.49186], [-2.35215, 0.15308, -3.88419], [-1.22829, -0.28037, -5.18775], [0.98528, 3.07308, -4.13658], [1.74609, 2.28490, -2.73810], [0.26006, 3.21561, -2.53286]],
  "forces_ev_per_a": [[0.117, 0.214, 0.064], [-0.013, -0.004, 0.002], [0.010, 0.014, 0.009], [-0.014, 0.038, 0.016], [0.022, -0.116, 0.035], [-0.059, -0.173, -0.223], [0.003, 0.115, 0.017], [0.014, 0.005, -0.006], [-0.058, -0.139, -0.025], [0.038, 0.082, -0.041], [0.006, 0.005, -0.008], [0.000, -0.002, 0.004], [0.003, 0.007, 0.001], [0.001, -0.004, -0.002], [-0.004, 0.001, 0.002], [-0.002, -0.004, -0.003], [-0.009, -0.025, 0.009], [-0.019, 0.020, 0.015], [-0.001, 0.006, -0.005], [0.003, 0.007, 0.004], [0.006, -0.006, -0.005], [0.007, -0.005, 0.005], [-0.004, -0.009, 0.003], [-0.005, 0.000, -0.003], [0.000, 0.001, 0.005], [0.008, -0.007, 0.004], [-0.064, -0.016, 0.012], [0.070, -0.023, -0.073], [-0.127, 0.011, 0.266], [0.060, 0.000, -0.085], [0.001, -0.008, -0.003], [0.003, 0.006, -0.009], [-0.005, 0.003, 0.004], [0.031, -0.020, 0.000], [0.003, 0.008, 0.040], [-0.022, 0.021, -0.025]]
}

---

{
  "formula": "C9H21N3O3Tl",
  "method": "ωB97M-V/def2-TZVPD",
  "gap_ev": [6.8, 6.8],
  "charge": 4,
  "spin_multiplicity": 2,
  "largest_force_ev_per_a": 5.47,
  "elements": ["Tl", "C", "C", "O", "N", "C", "H", "H", "H", "H", "H", "H", "H", "C", "C", "O", "N", "C", "H", "H", "H", "H", "H", "H", "H", "C", "C", "O", "N", "C", "H", "H", "H", "H", "H", "H", "H"],
  "positions_angstrom": [[-0.41533, -2.08214, -2.09990], [0.58498, 2.79277, -2.22393], [1.44050, 1.56325, -2.63709], [0.93424, 0.42336, -2.61199], [2.67907, 1.79684, -3.07499], [3.65391, 0.76994, -3.38674], [-0.45439, 2.85500, -2.54635], [1.10108, 3.66266, -2.63022], [0.60413, 2.91260, -1.14070], [2.91949, 2.77620, -3.01888], [4.05045, 0.93967, -4.38776], [3.23133, -0.23146, -3.30477], [4.44173, 0.83980, -2.63670], [-0.62485, 1.33061, 1.92282], [-0.91252, 0.97822, 0.45180], [-0.27990, 0.05193, -0.11333], [-1.85926, 1.58636, -0.25366], [-2.64657, 2.77769, 0.03819], [-0.57633, 2.39682, 2.14403], [0.38659, 0.96020, 2.08978], [-1.29997, 0.78867, 2.58509], [-2.09625, 1.10308, -1.10827], [-2.53717, 3.45580, -0.80815], [-2.32238, 3.29294, 0.94235], [-3.69683, 2.54450, 0.21332], [-1.14567, -4.91364, 1.35753], [-0.42671, -3.53699, 1.57360], [0.16438, -2.94332, 0.63577], [-0.57067, -3.01797, 2.76912], [0.14638, -1.89913, 3.41632], [-0.46183, -5.73391, 1.57575], [-1.48882, -5.04123, 0.33085], [-2.04720, -5.03640, 1.95774], [-1.39147, -3.38935, 3.22570], [-0.50001, -1.05352, 3.65128], [0.88088, -1.48882, 2.72331], [0.53498, -2.23104, 4.37909]],
  "forces_ev_per_a": [[0.013, -0.499, -0.446], [1.583, 0.092, -0.233], [-5.120, -0.416, 0.864], [1.489, 0.965, -0.231], [1.879, -1.224, -0.181], [-0.927, -0.109, 0.169], [0.240, -0.647, -0.448], [-0.307, 0.359, 0.099], [0.242, -0.088, 0.112], [0.819, 0.562, -0.437], [0.416, 0.286, -0.167], [-0.279, 0.312, -0.115], [0.644, 0.372, 0.018], [0.759, -0.077, -1.234], [2.372, -1.409, 2.878], [-1.150, 1.031, 0.169], [-2.407, 1.445, -0.690], [1.167, 0.124, 0.807], [-0.462, -0.018, -0.004], [-0.040, -0.065, 0.099], [-0.295, 0.295, -0.094], [-0.083, -0.072, -0.686], [-0.376, 0.036, -0.368], [0.310, -0.247, -0.030], [-0.478, -0.395, -0.466], [0.204, 1.126, -0.220], [-0.658, -3.454, -4.196], [-0.270, 0.109, 1.773], [0.534, 2.762, 2.684], [-0.137, -0.009, -1.204], [0.203, 0.055, 0.151], [0.334, 0.217, -0.114], [0.142, 0.132, 0.384], [-0.226, -0.316, 0.885], [-0.677, -0.339, 0.161], [0.313, -0.579, 0.228], [0.230, -0.318, 0.083]]
}

---

{
  "formula": "C9H21O4Si",
  "method": "ωB97M-V/def2-TZVPD",
  "gap_ev": 6.5,
  "charge": -1,
  "spin_multiplicity": 1,
  "largest_force_ev_per_a": 0.13,
  "elements": ["C", "O", "C", "C", "O", "C", "Si", "C", "C", "C", "H", "H", "H", "H", "H", "H", "H", "H", "H", "H", "H", "H", "H", "H", "H", "H", "H", "H", "C", "C", "O", "O", "H", "H", "H"],
  "positions_angstrom": [[-1.91305, 1.90971, -0.73634], [-1.61724, 0.62351, -1.27652], [-1.22754, -0.28345, -0.27814], [-0.59064, -1.51275, -0.92465], [0.72366, -1.77717, -0.44823], [1.67792, -0.84175, -0.93869], [3.30395, -1.12192, -0.02775], [3.18837, -0.32861, 1.66197], [4.68789, -0.33020, -1.01408], [3.59877, -2.96128, 0.14394], [-2.68107, 1.88470, 0.03715], [-0.99690, 2.35722, -0.32718], [-2.30384, 2.52329, -1.54250], [-2.08662, -0.56766, 0.34443], [-0.49301, 0.17814, 0.39855], [-1.16188, -2.41932, -0.72443], [-0.56148, -1.35036, -2.00889], [1.78001, -0.94666, -2.03025], [1.33232, 0.18854, -0.76721], [2.41973, -0.82519, 2.25868], [2.91206, 0.72555, 1.58703], [4.12934, -0.38821, 2.21387], [4.82897, -0.81874, -1.98068], [5.63374, -0.39033, -0.46963], [4.48602, 0.72669, -1.20560], [2.89200, -3.38357, 0.86030], [3.44796, -3.47795, -0.80622], [4.61309, -3.17674, 0.48861], [-6.14171, 1.75433, 1.00779], [-5.15370, 2.93429, 1.19085], [-4.99904, 3.36074, 2.35458], [-4.60145, 3.32821, 0.13417], [-6.58460, 1.45433, 1.95739], [-6.92746, 2.04542, 0.30689], [-5.61459, 0.90722, 0.56080]],
  "forces_ev_per_a": [[-0.029, -0.023, -0.025], [0.100, 0.051, 0.001], [-0.020, -0.057, 0.103], [0.032, -0.021, -0.041], [0.028, 0.046, 0.011], [-0.128, 0.007, -0.015], [0.007, -0.015, -0.019], [-0.027, 0.003, 0.080], [0.052, 0.076, -0.024], [0.011, -0.037, -0.001], [-0.040, -0.059, 0.000], [-0.046, 0.024, -0.015], [0.040, 0.014, -0.005], [-0.016, 0.058, -0.041], [0.011, -0.018, -0.012], [-0.004, 0.028, 0.034], [-0.053, -0.002, 0.007], [0.034, -0.032, 0.020], [0.041, 0.002, -0.032], [-0.004, 0.009, -0.013], [0.018, -0.002, -0.023], [0.008, -0.025, -0.024], [-0.026, -0.022, 0.011], [-0.011, -0.004, -0.006], [-0.006, -0.010, 0.016], [0.007, -0.012, -0.013], [0.011, 0.027, -0.012], [-0.015, 0.010, 0.026], [0.002, 0.021, -0.012], [0.003, -0.026, -0.021], [0.014, 0.004, 0.006], [0.018, -0.007, 0.025], [-0.005, -0.005, -0.003], [-0.006, -0.001, 0.007], [0.000, -0.001, 0.010]]
}

---

{
  "formula": "C9H21OPS3",
  "method": "ωB97M-V/def2-TZVPD",
  "gap_ev": 9.0,
  "spin_multiplicity": 1,
  "largest_force_ev_per_a": 1.57,
  "elements": ["C", "S", "P", "O", "S", "C", "C", "C", "C", "S", "C", "C", "C", "C", "H", "H", "H", "H", "H", "H", "H", "H", "H", "H", "H", "H", "H", "H", "H", "H", "H", "H", "H", "H", "H"],
  "positions_angstrom": [[2.42724, 1.34401, 2.85821], [1.01793, 2.10748, 1.99064], [0.37488, 0.52455, 0.62937], [-1.09074, 0.38267, 0.55636], [1.24555, -1.33130, 1.35963], [-0.05853, -2.63231, 1.11217], [-0.52631, -2.69126, -0.36735], [0.60285, -4.01360, 1.39909], [-1.22216, -2.42199, 2.10174], [1.01719, 0.93192, -1.34291], [-0.22676, 2.12947, -1.95845], [-1.44034, 1.37930, -2.51570], [-0.63733, 3.18193, -0.89906], [0.39837, 2.87417, -3.16854], [3.18286, 1.08831, 2.10728], [2.85086, 2.06672, 3.55815], [2.12566, 0.46448, 3.42521], [0.26945, -3.02217, -1.01539], [-0.89440, -1.69206, -0.68391], [-1.38893, -3.37394, -0.46070], [1.64128, -4.03948, 1.09830], [0.07393, -4.83508, 0.90674], [0.57776, -4.24161, 2.46784], [-0.85166, -2.03565, 3.06530], [-1.99044, -1.74325, 1.70959], [-1.66937, -3.38729, 2.32395], [-2.05275, 0.99741, -1.68480], [-2.03832, 2.00991, -3.16182], [-1.13168, 0.50975, -3.11337], [0.23797, 3.52762, -0.36367], [-1.09506, 4.03497, -1.36737], [-1.35564, 2.75381, -0.24088], [-0.25606, 3.72076, -3.43924], [0.53932, 2.15196, -3.99659], [1.34335, 3.27979, -2.88983]],
  "forces_ev_per_a": [[0.228, -0.219, -0.342], [-0.192, -0.860, -0.337], [-0.245, -0.595, 0.290], [-0.436, 0.349, 0.448], [0.389, 0.756, -0.388], [-0.754, -0.779, -0.749], [-0.922, 1.119, 0.607], [0.132, 0.502, 0.784], [0.166, 0.301, 0.027], [0.875, -0.253, 0.349], [-0.909, 1.065, -0.711], [-0.095, -0.867, 0.755], [0.701, -0.669, -0.674], [-0.286, -0.829, 0.225], [-0.031, -0.032, 0.367], [-0.188, 0.141, -0.228], [-0.037, 0.053, -0.158], [0.282, -0.070, -0.214], [0.307, -0.623, 0.055], [0.403, 0.071, 0.150], [0.262, -0.033, -0.274], [-0.103, 0.357, -0.140], [0.080, 0.126, 0.022], [-0.108, -0.040, -0.400], [0.336, -0.097, 0.120], [-0.216, -0.166, -0.151], [0.090, 0.118, -0.321], [-0.161, 0.340, -0.012], [0.044, 0.260, 0.122], [0.118, 0.123, 0.209], [-0.226, 0.355, -0.403], [-0.435, -0.307, 0.789], [0.141, -0.586, -0.121], [-0.092, 0.617, 0.214], [0.879, 0.373, 0.089]]
}

---

{
  "formula": "C9H22BIN3O8P2",
  "method": "ωB97M-V/def2-TZVPD",
  "gap_ev": 8.6,
  "charge": 1,
  "spin_multiplicity": 1,
  "largest_force_ev_per_a": 4.99,
  "elements": ["C", "C", "C", "C", "C", "N", "N", "C", "P", "O", "I", "N", "O", "B", "O", "O", "H", "H", "H", "H", "H", "H", "H", "H", "H", "H", "H", "H", "H", "C", "O", "P", "O", "O", "C", "O", "C", "H", "H", "H", "H", "H", "H", "H", "H", "H"],
  "positions_angstrom": [[4.16293, 1.30531, -0.37543], [3.67363, 2.73989, -0.70217], [2.56709, 2.77488, -1.79980], [2.94804, 3.82569, -2.89269], [1.24094, 3.17707, -1.26125], [0.85298, 4.29272, -0.67937], [-0.46618, 4.26543, -0.36101], [-0.90388, 3.11921, -0.75666], [-2.68014, 2.58897, -0.56215], [-2.68075, 1.13218, -1.30041], [-3.81136, 4.04708, -2.14564], [0.14871, 2.41197, -1.32160], [0.09541, 1.15961, -1.84020], [0.24999, 0.14383, -0.85355], [0.27951, -1.15497, -1.21813], [0.32389, 0.52553, 0.44719], [3.92408, 1.04741, 0.65439], [5.24826, 1.27453, -0.46478], [3.78652, 0.56966, -1.08533], [3.39596, 3.28261, 0.20111], [4.53444, 3.25059, -1.13131], [2.47423, 1.78397, -2.23540], [2.03065, 4.25918, -3.29623], [3.50658, 4.63595, -2.42662], [3.51365, 3.36478, -3.69653], [1.44917, 5.08790, -0.50274], [-2.37538, 1.23003, -2.21515], [0.37860, -1.27391, -2.17112], [0.78745, -0.17325, 0.93134], [-1.80490, -5.22461, 0.22923], [-2.53107, -5.00192, 1.45077], [-2.31655, -3.60602, 2.21767], [-0.88205, -3.52876, 2.57483], [-3.29463, -3.95603, 3.42388], [-3.19580, -5.21052, 4.09748], [-2.88501, -2.11434, 2.12351], [-1.98803, -1.10219, 1.66193], [-2.20759, -6.12472, -0.22684], [-1.92947, -4.39281, -0.46399], [-0.74819, -5.37088, 0.44800], [-2.15697, -5.51852, 4.21560], [-3.75631, -5.97585, 3.56330], [-3.63509, -5.07967, 5.08328], [-1.46879, -1.40610, 0.75653], [-1.27422, -0.86894, 2.45016], [-2.58032, -0.21197, 1.45591]],
  "forces_ev_per_a": [[0.136, 0.592, 0.263], [0.449, -0.789, -0.556], [0.636, 1.158, 0.217], [-0.794, -0.194, 0.353], [0.559, -1.177, -0.303], [0.061, -0.445, -0.177], [0.050, 0.721, 0.268], [-0.275, -0.478, -0.760], [-0.582, -0.240, 0.980], [0.477, 0.656, -0.262], [0.346, -0.049, -0.070], [-0.464, 0.729, 0.323], [0.163, -0.005, -0.046], [-0.321, -0.262, 0.623], [0.237, 0.481, -0.602], [0.627, 0.011, -0.446], [-0.140, -0.336, -0.118], [-0.011, -0.061, 0.101], [-0.171, -0.082, 0.173], [-0.115, -0.009, -0.031], [-0.112, 0.230, 0.082], [-0.197, 0.048, -0.078], [0.174, -0.016, -0.368], [0.132, -0.016, -0.149], [0.146, 0.084, 0.054], [-0.264, 0.165, 0.168], [-0.189, -0.449, -0.095], [-0.102, -0.289, 0.037], [-0.363, 0.043, 0.404], [0.166, -0.224, -0.006], [-0.786, 1.482, -1.662], [1.208, -1.201, 4.695], [0.054, 0.335, -0.985], [-0.125, 0.107, -0.119], [-0.077, -0.168, 0.099], [-0.456, -0.591, -1.917], [-0.061, 0.295, 0.028], [-0.068, 0.011, 0.057], [-0.010, 0.000, -0.018], [0.000, 0.084, 0.050], [0.025, 0.029, -0.078], [0.053, -0.006, -0.064], [-0.009, 0.094, -0.022], [0.030, -0.034, 0.012], [0.081, -0.130, -0.031], [-0.117, -0.102, -0.026]]
}

---

{
  "formula": "C9H22BN3O3",
  "method": "ωB97M-V/def2-TZVPD",
  "gap_ev": 9.8,
  "spin_multiplicity": 1,
  "largest_force_ev_per_a": 2.09,
  "elements": ["C", "C", "C", "C", "C", "N", "C", "O", "C", "N", "C", "C", "N", "B", "O", "O", "H", "H", "H", "H", "H", "H", "H", "H", "H", "H", "H", "H", "H", "H", "H", "H", "H", "H", "H", "H", "H", "H"],
  "positions_angstrom": [[3.86424, -2.11933, 2.83339], [3.78509, -0.98343, 1.80172], [2.33436, -0.48776, 1.56101], [1.44451, -1.47247, 0.78778], [-0.01460, -1.02692, 0.76892], [-0.23443, 0.13513, -0.05607], [-1.46371, 0.54248, -0.49790], [-2.54443, 0.04412, -0.24801], [-1.39426, 1.82799, -1.31917], [-0.25277, 1.72437, -2.20210], [-2.67232, 2.19684, -2.08470], [-3.29598, 1.04560, -2.94510], [-2.73540, 0.94358, -4.27345], [-0.58084, -0.86630, 2.28454], [0.09707, -1.37941, 3.38345], [-1.81654, -0.32418, 2.38265], [3.61586, -1.78781, 3.84061], [4.86861, -2.54493, 2.83691], [3.20788, -2.93264, 2.56256], [4.19027, -1.34221, 0.84463], [4.46218, -0.17352, 2.10392], [1.83056, -0.21274, 2.46578], [2.34394, 0.44215, 0.93435], [1.51866, -2.44927, 1.30017], [1.82829, -1.58350, -0.22184], [-0.71545, -1.78059, 0.39457], [0.62025, 0.67025, -0.34392], [-1.13671, 2.61878, -0.59636], [-0.21490, 0.82016, -2.63959], [-0.25922, 2.45717, -2.86436], [-3.39110, 2.56412, -1.32500], [-2.53277, 3.05587, -2.74998], [-3.19339, 0.14736, -2.34123], [-4.35972, 1.14791, -3.03279], [-2.85241, 1.80887, -4.80429], [-1.73785, 0.84107, -4.19307], [-0.46655, -1.38214, 4.18288], [-2.14640, -0.18466, 1.46914]],
  "forces_ev_per_a": [[0.344, 0.258, -0.380], [-0.416, -0.120, -0.082], [0.533, 0.784, -1.468], [0.166, -0.424, 0.487], [-0.070, -0.735, 1.644], [0.273, 1.084, -0.739], [1.567, 1.326, -0.369], [-0.206, -0.938, 0.913], [0.180, 0.430, -0.669], [0.939, -0.617, 0.732], [-1.399, -0.282, 0.822], [0.534, 0.797, 1.078], [0.230, -0.103, -0.515], [0.132, -0.267, -0.170], [-0.893, 0.230, -0.075], [-0.008, 0.035, 0.205], [-0.045, 0.047, -0.016], [0.065, 0.087, 0.154], [-0.341, -0.236, 0.009], [-0.116, 0.007, 0.114], [-0.369, 0.014, 0.010], [0.040, 0.057, 0.699], [0.350, -0.433, 0.546], [-0.264, 0.302, -0.393], [0.128, -0.179, -0.272], [0.360, -0.446, -0.262], [-1.608, -0.532, 0.193], [-0.369, -0.043, -0.066], [0.071, -0.088, -0.398], [0.120, 0.623, -0.861], [0.049, -0.365, -0.358], [0.454, 0.002, 0.162], [0.258, -0.351, -0.552], [-0.621, 0.444, -0.063], [-0.235, -0.255, 0.278], [0.295, -0.219, -0.157], [0.379, 0.085, -0.592], [-0.505, 0.021, 0.411]]
}